(1)
8
Properties=species:S:1:pos:R:3:mulliken_charge:R:1 method="wB97M-V/def2-TZVPD" lumo_energy_ev="-1.290 / -0.001" homo_energy_ev="-7.48 / -8.86" orbital_gap_ev="6.2 / 8.9" energy_ha=-5280.50259
C 4.47602 -0.07407 0.37411 -0.32
C 0.09504 0.07411 0.24937 -0.69
N 1.34004 -0.24801 -0.25712 -0.30
Br 2.71737 -0.00012 0.91227 0.52
Br 4.86811 -0.56263 -1.30496 -0.03
H 0.29562 0.70102 1.04375 0.28
H -0.35526 -0.80617 0.67879 0.27
H -0.52737 0.55013 -0.46170 0.29

---

(2)
9
Properties=species:S:1:pos:R:3:mulliken_charge:R:1 method="wB97M-V/def2-TZVPD" smiles="C=CBr.O=NBr" lumo_energy_ev=-1.087 homo_energy_ev=-9.81 orbital_gap_ev=8.7 energy_ha=-5355.90785
C 0.12166 1.46968 0.61797 -0.40
C 0.76179 0.32167 0.52967 -0.35
Br 0.93473 -0.72487 2.13488 -0.13
H 0.08150 2.25526 -0.15170 0.27
H -0.30756 1.82066 1.61143 0.20
H 1.33851 0.05505 -0.32644 0.42
O -1.76138 -1.46965 -0.63207 -0.12
N -0.68331 -1.77001 -0.92122 0.22
Br -0.48593 -1.95780 -2.86250 -0.11